ORCA calculation (wB97M-V/def2-TZVPD) on 2 unconnected molecules or ions with the total composition C3H8N2O3S.

energy relative to the best compared isomer or geometry (same formula, charge and spin): 3.409 eV
gap between HOMO and LUMO: 9.04 eV
E_tot: -23195.69240 eV

Geometry as XYZ:
```
17
Properties=species:S:1:pos:R:3:lowdin_charge:R:1
C -0.519 -0.946 0.885 -0.19
C 0.345 0.263 -1.182 -0.02
C -0.190 1.407 0.906 -0.05
N -0.233 0.107 0.192 -0.20
N -0.389 -2.204 0.392 0.11
O -0.670 0.283 3.939 -0.30
O -2.199 -1.724 3.781 -0.28
O 0.181 -2.057 3.976 -0.28
S -0.894 -1.139 3.789 0.62
H 1.348 0.078 -1.205 0.06
H -0.205 -0.149 -2.006 0.08
H 0.177 1.337 -1.265 0.08
H -0.917 1.999 0.421 0.07
H -0.479 1.380 1.938 0.05
H 0.829 1.889 0.873 0.12
H -0.004 -2.215 -0.546 0.08
H -0.669 -3.062 0.694 0.05
```